A molecular structure, C30H47Cl3DyN3O6Si at a distorted geometry. Source: the Open Molecules 2025 dataset; level of theory: ωB97M-V with the def2-TZVPD basis set.

largest force on an atom: 2.14 eV Å⁻¹
expectation value of S²: 9.33
HOMO energy (spin up / spin down): -3.492 / -3.492 eV
frontier orbital gap (spin up / spin down): 3.44 / 3.44 eV

ORCA input file:
```
! wB97M-V def2-TZVPD RIJCOSX def2/J DEFGRID3
* xyz 0 6
C 2.509 -3.698 -3.445
C 1.551 -2.547 -3.626
H 2.102 -4.581 -3.951
H 2.677 -3.950 -2.398
H 3.482 -3.433 -3.887
C 0.993 -2.310 -4.885
C 0.953 -3.270 -6.011
H 0.688 -1.303 -5.145
H 0.397 -4.197 -5.789
H 1.947 -3.575 -6.400
H 0.384 -2.798 -6.831
Dy -1.092 0.694 1.263
Cl -1.496 -2.107 1.231
C -0.956 3.141 -0.451
O -1.889 2.507 0.140
N -1.127 4.281 -1.069
C -2.449 4.841 -1.294
C 0.045 5.044 -1.459
H 0.085 2.774 -0.484
H -3.181 4.280 -0.710
H -2.707 4.780 -2.360
H -2.419 5.892 -0.989
H 0.905 4.647 -0.913
H -0.115 6.091 -1.192
H 0.246 4.932 -2.530
H -3.094 2.704 6.680
H -1.453 1.372 7.730
C -3.284 1.966 5.888
C -1.536 0.586 6.973
N -2.085 1.141 5.738
H -3.512 2.472 4.950
C -1.614 0.740 4.551
O -2.150 0.940 3.436
H -0.544 0.168 6.776
H -0.641 0.209 4.642
H -4.138 1.351 6.214
H -2.182 -0.208 7.374
H -1.612 -3.093 -2.015
H -2.098 -1.479 -4.561
C -2.647 -2.711 -2.003
C -2.984 -1.219 -3.960
N -2.698 -1.348 -2.528
H -3.040 -2.745 -0.982
C -2.621 -0.246 -1.761
O -2.490 -0.247 -0.495
H -3.272 -0.182 -4.171
H -2.714 0.697 -2.311
H -3.249 -3.335 -2.675
H -3.796 -1.906 -4.234
O 0.671 -2.318 -2.318
C 1.654 -1.379 -2.649
C 0.058 0.334 -3.591
C 1.348 -0.026 -3.173
H -0.745 -0.404 -3.535
C -0.189 1.617 -4.067
H 2.536 -1.441 -2.009
C 2.384 0.934 -3.204
H -1.182 1.873 -4.448
C 0.836 2.568 -4.083
C 2.122 2.228 -3.632
H 3.377 0.623 -2.863
H 0.637 3.572 -4.466
H 2.931 2.962 -3.626
Si -0.419 -3.934 1.454
Cl 0.692 0.576 -0.397
C -1.877 -5.119 1.581
C 0.295 -3.573 3.181
C 0.913 -4.237 0.210
H -2.660 -4.845 0.851
H -2.331 -5.072 2.590
H -1.580 -6.165 1.397
H 0.498 -4.232 -0.808
H 1.385 -5.214 0.424
H 1.672 -3.443 0.309
H 0.787 -2.585 3.187
H 1.031 -4.343 3.457
H -0.493 -3.563 3.954
Cl 6.015 3.755 5.161
C 4.661 3.083 4.358
C 3.533 3.888 4.116
C 2.412 3.321 3.514
C 2.385 1.958 3.216
C 3.529 1.171 3.386
C 4.669 1.735 3.965
C 1.110 1.390 2.682
O 0.281 2.251 2.192
O 0.812 0.147 2.711
H 3.534 4.932 4.410
H 1.542 3.938 3.281
H 3.520 0.132 3.065
H 5.566 1.146 4.144
*
```

Atom charges from the Mulliken analysis, given in e for atoms 1 to 8: atom 1 (C): -1.833, atom 2 (C): 1.253, atom 3 (H): 0.429, atom 4 (H): 0.373, atom 5 (H): 0.282, atom 6 (C): -0.422, atom 7 (C): -1.729, atom 8 (H): 0.322